(1)
Entry from OMol25: a structure of composition C2H12N3ORe (ωB97M-V/def2-TZVPD).

Results
* HOMO (spin up / spin down): -11.284 / -10.355 eV
* energy relative to the best compared isomer or geometry (same formula, charge and spin): 22.7 kcal per mole
* gap between HOMO and LUMO (spin up / spin down): 7.7 / 7.0 eV
* ⟨S²⟩: 3.775

Structure (ORCA input):
```
! RIJCOSX wB97M-V def2-TZVPD def2/J DEFGRID3
* xyz 1 4
C -0.36380 2.61554 0.30058
Re -0.43245 -1.10411 -0.27982
N 0.32283 0.02154 -1.88332
H -1.44482 -0.35134 0.97423
H 0.59090 2.20167 0.64006
H -0.82027 3.05630 1.18014
H -0.99380 1.73693 -0.05723
H -0.19075 3.38182 -0.45844
H -0.07070 -0.45938 -2.71613
H 1.32663 0.03475 -2.16408
H 0.13690 0.99716 -2.21014
N -0.78738 -3.26165 2.36628
C 0.38362 -2.90229 1.79208
N 1.48482 -3.69837 1.83428
O 0.53085 -1.92416 1.02583
H -0.82873 -4.11748 2.90215
H -1.56706 -2.61507 2.23531
H 2.32580 -3.44445 1.37250
H 1.43973 -4.52215 2.36647
*
```

---

(2)
Entry from OMol25: an isolated molecule of C3H5NO (ωB97M-V/def2-TZVPD).

Results
* HOMO: -10.243 eV
* energy relative to the best compared isomer or geometry (same formula, charge and spin): 69.5 kcal per mole
* gap between HOMO and LUMO: 10.4 eV

Structure (ORCA input):
```
! RIJCOSX wB97M-V def2-TZVPD def2/J DEFGRID3
* xyz 0 1
C -1.25953 0.01961 -0.04087
C 0.16421 0.00712 0.38619
O 0.89066 -1.34464 -0.46824
C 0.95442 1.17346 0.12137
N 1.62615 2.09583 -0.03920
H -1.36065 0.30020 -1.09505
H -1.78404 0.76591 0.56490
H -1.72691 -0.95321 0.13112
H 0.64927 -0.89795 0.95125
H 1.84642 -1.16633 -0.51147
*
```

---

(3)
Entry from OMol25: a cluster of 4 separate species, C18H38NO7P in total (ωB97M-V/def2-TZVPD).

Results
* HOMO: -8.202 eV
* energy relative to the best compared isomer or geometry (same formula, charge and spin): 0.0 kcal per mole
* gap between HOMO and LUMO: 8.8 eV

Structure (ORCA input):
```
! RIJCOSX wB97M-V def2-TZVPD def2/J DEFGRID3
* xyz 0 1
C 4.75266 3.83717 -0.88787
C 3.52847 4.24602 -1.64961
O 3.29160 5.40183 -1.75077
N 2.72415 3.30226 -2.25355
C 2.10029 2.30666 -1.35569
C 2.36783 0.84760 -1.75818
C 3.73836 0.61435 -2.38819
C 3.72609 0.48346 -3.91041
P 3.83724 2.08688 -4.83780
H 5.09146 2.82877 -1.07623
H 4.53389 3.91465 0.16864
H 5.53641 4.52561 -1.13984
H 2.04275 3.78970 -2.81406
H 1.03190 2.44941 -1.40488
H 2.40179 2.52875 -0.34024
H 2.33915 0.26757 -0.84260
H 1.57171 0.44946 -2.36650
H 4.08487 -0.33828 -2.01273
H 4.45495 1.34535 -2.05239
H 4.56296 -0.14375 -4.18190
H 2.83766 -0.00437 -4.27054
H 4.46955 1.74679 -6.05420
H 4.82612 2.84800 -4.18453
C -3.00533 0.80398 0.51743
C -2.54827 1.66676 -0.63837
O -1.61840 0.95629 -1.46450
C -1.98000 0.12681 -2.45225
C -3.41856 -0.32245 -2.55108
O -1.14115 -0.30634 -3.19747
H -3.54111 -0.07863 0.16958
H -3.66348 1.36379 1.18318
H -2.14654 0.45057 1.08853
H -3.38026 2.05568 -1.22676
H -2.00135 2.53090 -0.26401
H -3.53656 -1.25044 -1.99286
H -3.64544 -0.50675 -3.59837
H -4.13813 0.40876 -2.19109
C 2.59645 -3.95544 -0.20834
C 1.40870 -4.69294 0.37520
O 0.49138 -3.80014 1.01202
C -0.48489 -3.14718 0.35227
C -0.47348 -3.12807 -1.15858
O -1.30491 -2.53536 0.98467
H 2.29341 -3.25997 -0.99165
H 3.31246 -4.66003 -0.63229
H 3.09518 -3.37321 0.56679
H 0.89825 -5.30883 -0.36625
H 1.74521 -5.36663 1.16164
H 0.06382 -2.24238 -1.49740
H -1.50148 -3.06815 -1.50691
H -0.03999 -4.01546 -1.61390
C -3.39818 -2.03037 5.51166
C -3.02761 -1.01187 4.45395
O -4.16656 -0.26303 4.01622
C -4.62501 0.84109 4.63443
C -4.11223 1.18075 6.01602
O -5.47780 1.49730 4.10101
H -3.78271 -1.55394 6.41420
H -2.52937 -2.63048 5.78285
H -4.17844 -2.69321 5.13770
H -2.22885 -0.34478 4.78209
H -2.66169 -1.52365 3.56470
H -4.77780 0.73948 6.75645
H -4.12820 2.26195 6.12799
H -3.09291 0.85173 6.20554
*
```

---

(4)
Entry from OMol25: a structure of composition C35H53CuN4OP2 (ωB97M-V/def2-TZVPD).

Results
* HOMO (spin up / spin down): -8.908 / -8.854 eV
* energy relative to the best compared isomer or geometry (same formula, charge and spin): 22.6 kcal per mole
* gap between HOMO and LUMO (spin up / spin down): 6.4 / 4.3 eV
* ⟨S²⟩: 0.761

Structure (ORCA input):
```
! RIJCOSX wB97M-V def2-TZVPD def2/J DEFGRID3
* xyz 1 2
C 0.32996 0.21355 -2.75551
C -0.00493 2.08882 -1.36313
C 0.32940 1.00344 -3.90201
C 0.16298 2.94158 -2.49353
C 0.33477 2.39755 -3.75188
H 0.35010 0.51431 -4.87221
H 0.11081 4.02043 -2.31335
H 0.50190 3.03053 -4.62360
N 0.29424 0.75405 -1.53168
P 1.20962 -1.88324 -1.28450
P -1.15943 2.00599 1.34040
C 0.33817 -1.31565 -2.82515
H -0.70442 -1.68376 -2.80207
H 0.74832 -1.68788 -3.77824
C 0.70569 -0.84254 1.91357
O 0.50729 -1.16998 3.00800
C -0.56571 2.62886 -0.17823
H -0.62744 3.72859 -0.21406
C -3.04471 2.60456 1.21740
C -0.22013 2.94187 2.81892
C 0.64417 -3.64161 -0.96530
C 3.02750 -1.68602 -1.83454
C -3.88803 1.52794 1.92024
H -3.65811 1.47527 2.99390
H -4.95591 1.78064 1.82630
H -3.73528 0.53172 1.48744
C -3.22601 3.97003 1.87736
H -2.96616 3.98500 2.94106
H -2.64017 4.72720 1.34028
H -4.28281 4.26723 1.79246
C -3.46868 2.79872 -0.24335
H -4.55963 2.93798 -0.29500
H -3.01648 3.70491 -0.66390
H -3.21675 1.95452 -0.88760
C -0.96682 2.51655 4.09339
H -0.92701 1.42564 4.22046
H -0.48504 2.97701 4.96626
H -2.02074 2.82026 4.10724
C 1.23983 2.48528 2.90217
H 1.35576 1.39760 2.88639
H 1.84358 2.90906 2.08862
H 1.65906 2.86103 3.85019
C -0.18638 4.45447 2.62743
H -1.16272 4.93764 2.60333
H 0.34783 4.88888 3.48416
H 0.35926 4.73136 1.71789
C 3.91343 -2.42341 -0.82156
H 4.96033 -2.16620 -1.03659
H 3.69931 -2.09476 0.20572
H 3.83160 -3.51680 -0.88934
C 3.40554 -0.19706 -1.82075
H 2.89727 0.36573 -2.61281
H 3.19216 0.26980 -0.85339
H 4.48845 -0.12126 -1.99642
C 3.24947 -2.20938 -3.25976
H 4.33361 -2.20058 -3.44468
H 2.89571 -3.23418 -3.41152
H 2.77370 -1.56016 -4.00608
C -0.89308 -3.70418 -1.00090
H -1.29067 -3.50639 -2.00354
H -1.20732 -4.71861 -0.71460
H -1.35655 -3.00001 -0.29745
C 1.12261 -4.13386 0.41463
H 0.71639 -3.53826 1.24319
H 0.76500 -5.16652 0.54271
H 2.21624 -4.15494 0.50388
C 1.22774 -4.51435 -2.07544
H 0.91724 -4.16162 -3.06825
H 2.32269 -4.56468 -2.02836
H 0.85047 -5.53924 -1.95038
Cu 0.44948 -0.36972 0.18978
N -1.56128 -0.26650 0.11328
C -2.44784 -0.18946 -0.66690
C -3.67188 -0.63397 -1.27165
C -4.29433 -1.79152 -0.76613
C -4.29282 0.09617 -2.30392
C -5.52064 -2.21310 -1.28039
H -3.80660 -2.34310 0.04491
C -5.54357 -0.30523 -2.78015
H -3.78337 0.97249 -2.70522
C -6.16100 -1.45747 -2.27145
H -5.97445 -3.13456 -0.90452
H -6.03415 0.28146 -3.55924
H -7.14047 -1.76179 -2.66057
C 3.48330 -2.12705 3.42141
C 3.86064 -0.86079 2.77624
N 3.20558 -0.20073 1.82968
C 3.96604 0.92287 1.54619
C 5.09410 0.93674 2.33224
N 5.00354 -0.20441 3.10777
H 4.39393 -2.67137 3.71039
H 2.88090 -1.93055 4.32180
H 2.90338 -2.73741 2.71627
H 3.66707 1.64577 0.80418
H 5.91488 1.64018 2.38356
H 5.66747 -0.53540 3.80811
*
```

---

(5)
Entry from OMol25: an isolated molecule of C3H8N2 (ωB97M-V/def2-TZVPD).

Results
* HOMO: -8.656 eV
* energy relative to the best compared isomer or geometry (same formula, charge and spin): 103.7 kcal per mole
* gap between HOMO and LUMO: 9.5 eV

Structure (ORCA input):
```
! RIJCOSX wB97M-V def2-TZVPD def2/J DEFGRID3
* xyz 0 1
C 1.04639 1.61811 0.45127
C 0.31499 0.56879 0.12868
N 0.37367 -0.07002 -1.53720
N -0.79308 -0.05509 0.41345
C -0.96337 -1.51179 0.40619
H 1.08039 1.96350 1.47694
H 1.68033 2.09582 -0.28336
H 1.30337 0.19787 -1.85849
H -0.33135 0.48191 -2.02217
H -0.64810 0.32383 1.59625
H -0.01960 -2.04235 0.54341
H -1.41157 -1.79606 -0.54390
H -1.63206 -1.77453 1.22891
*
```

---

(6)
Entry from OMol25: a cluster of 2 separate species, C3H7NO in total (ωB97M-V/def2-TZVPD).

Results
* HOMO: -8.713 eV
* energy relative to the best compared isomer or geometry (same formula, charge and spin): 102.0 kcal per mole
* gap between HOMO and LUMO: 9.0 eV

Structure (ORCA input):
```
! RIJCOSX wB97M-V def2-TZVPD def2/J DEFGRID3
* xyz 0 1
C -0.55731 1.24924 1.47666
N -0.22719 0.08877 1.07202
C -1.30850 -0.57313 0.24731
H -0.04403 2.19412 1.23823
H -1.42801 1.42243 2.13162
H -0.65851 -0.96293 -0.52692
H -2.06791 0.09087 -0.15189
H -1.79450 -1.40041 0.77759
C 1.99114 -0.60506 -1.60720
O 2.14438 0.43198 -2.20834
H 2.76983 -1.38843 -1.58659
H 1.18061 -0.54745 -0.86250
*
```